Entry 1:
# C23H22IN2O7

A 4-piece molecular cluster, C23H22IN2O7 overall (the ωB97M-V functional and the def2-TZVPD basis, OMol25).

Computed properties:
HOMO, hartree: -0.0915
Kohn-Sham gap, eV: 2.4
Charge: -1

Atoms and positions in Å:
N 4.454181 1.559152 1.105774
C 3.068808 1.420606 0.587420
C 2.147176 2.550719 0.990368
C 0.752012 2.295249 0.401165
N -0.248968 2.914943 1.219553
C -1.548171 2.585834 0.829088
C -2.040683 1.178009 1.340683
O -2.693232 1.042858 2.330989
I -1.505434 -0.695747 0.260666
H 5.106841 1.292868 0.383748
H 4.582324 0.886367 1.847385
H 2.633039 0.487089 0.926181
H 3.088806 1.382032 -0.499745
H 2.536829 3.513980 0.682896
H 1.993093 2.555228 2.062228
H 0.749963 2.670526 -0.647375
H 0.663325 1.207351 0.321363
H -2.225387 3.263931 1.340171
H -1.760782 2.699058 -0.250966
C -5.792747 5.892112 1.581709
C -4.658206 5.461151 1.034530
C -4.650841 4.774657 -0.281408
O -3.619265 4.382803 -0.775054
C -5.957939 4.586706 -0.961148
C -7.090514 5.018792 -0.412314
C -7.096104 5.706523 0.901877
O -8.131727 6.102543 1.399224
H -5.819896 6.393940 2.540451
H -3.695165 5.584948 1.514157
H -5.931361 4.082414 -1.918789
H -8.053286 4.891933 -0.891116
C 2.371771 -4.471446 1.281775
C 2.039713 -5.511569 2.043153
C 1.251027 -5.334636 3.286105
O 0.950245 -6.283687 3.983629
C 0.842802 -3.954118 3.648532
C 1.172645 -2.911822 2.889826
C 1.965218 -3.092565 1.647495
O 2.267424 -2.148283 0.952277
H 2.946577 -4.569132 0.371709
H 2.324023 -6.526720 1.795099
H 0.264874 -3.848377 4.557737
H 0.882674 -1.896934 3.133056
C 1.986578 -5.176788 -3.744726
C 2.059176 -4.814254 -5.021767
C 2.700716 -3.536332 -5.424457
O 2.765145 -3.208566 -6.589590
C 3.257093 -2.680268 -4.347853
C 3.185320 -3.043012 -3.070015
C 2.546970 -4.320124 -2.671515
O 2.484651 -4.648921 -1.505123
H 1.522661 -6.102273 -3.428099
H 1.658956 -5.423549 -5.821990
H 3.717431 -1.752573 -4.661980
H 3.579623 -2.432625 -2.266989

Forces on atoms 1 to 2 (eV/Å):
N -0.2 0.0 -0.2
C 0.3 0.4 0.2



Entry 2:
# C7H16BBr6Na4O3

C7H16BBr6Na4O3 as an isolated structure (the ωB97M-V functional and the def2-TZVPD basis, OMol25).

Computed properties:
2S+1: 2
HOMO (spin up / spin down), hartree: -0.5387 / -0.5386
Kohn-Sham gap (spin up / spin down), eV: 6.2 / 4.1
Charge: +2

Atoms and positions in Å:
Na 1.593421 -2.141991 1.996734
Na 3.365597 0.047165 0.432419
Na -1.562861 -1.859891 3.419943
Na 0.563314 1.419606 3.509462
C 0.496478 -0.064410 0.893116
O -0.421944 -0.567869 1.547799
O 1.292980 0.748209 1.411319
O 1.057642 -0.775740 0.031326
B 4.213894 -1.479639 2.300174
H 3.656250 -2.128530 1.642744
H 4.519596 -2.088872 3.136601
H 5.058100 -1.168417 1.704598
H 3.659762 -0.615669 2.632936
Br -3.501852 -3.922308 -0.642440
C -2.143762 -2.510417 -0.952253
C -2.806115 -1.076573 -0.905682
Br -3.953662 -0.982787 -2.538961
H -1.768717 -2.635193 -1.968070
H -1.328029 -2.618187 -0.237369
H -2.108308 -0.240285 -0.863510
H -3.365986 -1.026130 0.028183
Br 3.977303 1.404325 -2.191697
C 2.501705 1.457557 -3.467705
C 1.466660 0.554840 -2.908361
Br -0.148303 0.512073 -4.068888
H 2.893086 1.313980 -4.474829
H 2.119463 2.467618 -3.615258
H 1.149790 0.737317 -1.881517
H 1.817481 -0.477107 -2.918912
Br -1.938239 3.569542 2.563788
C -2.188231 2.650883 0.924719
C -3.483408 1.924078 0.930396
Br -3.356364 0.502129 2.405725
H -1.423706 1.878917 1.012309
H -1.959301 3.194985 0.008395
H -3.588106 1.457706 -0.049215
H -4.355624 2.539086 1.151981

Forces on atoms 1 to 2 (eV/Å):
Na 0.9 -0.4 -0.1
Na 0.9 0.0 -0.1



Entry 3:
# C7H8S

The molecule C7H8S (the ωB97M-V functional and the def2-TZVPD basis, OMol25).

Computed properties:
Energy above the lowest of the compared OMol25 structures with the same formula, charge and spin, eV: 3.517
SMILES: C=C=C/C=C\C=C/S
HOMO, hartree: -0.2960
Kohn-Sham gap, eV: 8.8

Atoms and positions in Å:
C -2.206729 -1.403716 -0.011763
C -1.888277 -0.545733 0.951384
C -1.552028 0.286985 1.872687
C -0.566100 1.318373 1.687759
C 0.361846 1.226549 0.787563
C 0.541405 0.033830 -0.018377
C 0.945034 -0.151818 -1.268869
S 1.757186 0.924963 -2.464965
H -1.823250 -2.355400 -0.018386
H -3.173950 -1.214128 -0.454437
H -2.097783 0.092842 2.791433
H -0.701462 2.314095 2.288959
H 1.060259 1.945962 0.422240
H 0.102896 -0.908780 0.240541
H 0.913086 -1.109826 -1.761200
H 2.391055 0.102593 -3.301660

Forces on atoms 1 to 2 (eV/Å):
C -1.8 3.1 2.2
C -0.8 -2.2 -2.2



Entry 4:
# C32H53AuBGeN6S3Se

C32H53AuBGeN6S3Se as an isolated structure (the ωB97M-V functional and the def2-TZVPD basis, OMol25).

Computed properties:
2S+1: 3
Energy above the lowest of the compared OMol25 structures with the same formula, charge and spin, eV: 0.561
HOMO (spin up / spin down), hartree: -0.6086 / -0.6068
Kohn-Sham gap (spin up / spin down), eV: 7.4 / 5.7
Charge: +3

Atoms and positions in Å:
Au 0.226499 0.454038 0.173062
C 5.105767 0.449238 2.502854
C 4.257054 -0.704275 2.133493
C 4.675608 -1.998002 2.221172
C 3.800140 -3.050721 1.845651
N 2.608673 -2.776914 1.398536
N 2.154809 -1.528429 1.306179
B 0.711301 -1.598898 0.765881
N -0.308715 -2.000182 1.849419
N -0.404358 -3.310228 2.097722
C -1.125394 -3.746372 3.096461
C -1.709259 -2.836576 4.011595
C -1.639334 -1.491551 3.780190
C -2.208321 -0.505260 4.730619
C -0.986489 -1.081134 2.579018
S -1.161483 0.543616 2.075725
C -1.406229 -5.216105 3.301507
C -1.187077 -5.613510 4.767914
C -0.521842 -6.076717 2.413473
C -2.886303 -5.421334 2.927521
N 0.614239 -2.371324 -0.548885
N 0.079907 -3.589598 -0.547454
C 0.137398 -4.340538 -1.618134
C 0.799488 -3.892990 -2.786567
C 1.241287 -2.597827 -2.858079
C 1.748742 -1.994092 -4.108944
C 1.103675 -1.807755 -1.683759
S 1.487734 -0.144516 -1.748130
C -0.510704 -5.705792 -1.562440
C -1.868178 -5.561921 -0.854796
C -0.768479 -6.290537 -2.955462
C 0.482476 -6.626327 -0.831831
C 2.920094 -0.464053 1.664525
S 2.397493 1.135607 1.613004
C 4.239485 -4.481296 1.977241
C 3.118262 -5.400263 1.501499
C 4.555746 -4.761384 3.452887
C 5.495276 -4.722862 1.132748
H 6.078415 0.132190 2.865706
H 4.619345 1.045088 3.275056
H 5.254190 1.097589 1.639602
H 5.667939 -2.235778 2.567452
H -2.204111 -3.207868 4.893554
H -2.887989 -0.990667 5.424884
H -2.722219 0.301435 4.211843
H -1.400097 -0.059189 5.311094
H -0.186920 -5.342233 5.097533
H -1.294999 -6.690855 4.863875
H -1.916072 -5.160299 5.433903
H 0.519865 -5.929827 2.674161
H -0.669343 -5.803946 1.378712
H -0.758286 -7.127562 2.545827
H -3.540814 -4.813943 3.548907
H -3.146420 -6.465220 3.082240
H -3.065663 -5.167276 1.883708
H 0.900808 -4.541056 -3.642292
H 1.738278 -2.713353 -4.920787
H 2.760154 -1.609758 -3.989815
H 1.119423 -1.148028 -4.384939
H -2.609601 -5.216239 -1.574630
H -1.812673 -4.834495 -0.046683
H -2.207475 -6.518599 -0.468384
H -1.279631 -5.577086 -3.596244
H -1.402496 -7.167300 -2.858211
H 0.147267 -6.614158 -3.439979
H 0.827769 -6.182531 0.094552
H 1.349156 -6.806213 -1.463763
H 0.025816 -7.588742 -0.617905
H 2.214103 -5.184833 2.062444
H 3.397676 -6.437642 1.650775
H 2.921021 -5.234923 0.446677
H 3.694269 -4.565172 4.087334
H 5.391267 -4.162288 3.805440
H 4.832763 -5.806654 3.557298
H 5.312716 -4.500783 0.084231
H 5.777179 -5.768590 1.220232
H 6.334998 -4.125564 1.477486
C -7.949269 -1.276078 1.292110
Ge -6.599653 -0.196996 0.325329
C -5.890060 1.356999 1.331448
C -6.949373 0.126258 -1.600158
C -4.970248 -1.705811 0.458057
Se -3.403130 -1.317814 -0.471357
C -3.842640 -2.041873 -2.212619
H -8.865147 -0.688600 1.296726
H -7.647618 -1.450060 2.320362
H -8.160738 -2.228689 0.816099
H -6.282929 2.256040 0.861842
H -4.804676 1.419536 1.342903
H -6.249279 1.319277 2.357301
H -7.861604 0.721414 -1.652151
H -7.132996 -0.792663 -2.150641
H -6.158669 0.695425 -2.084849
H -5.430641 -2.627952 0.122017
H -4.784270 -1.701899 1.526457
H -4.920324 -2.086537 -2.315259
H -3.412203 -3.037518 -2.299702
H -3.419471 -1.398420 -2.980307

Forces on atoms 1 to 2 (eV/Å):
Au 0.3 -0.2 0.2
C 0.1 0.3 0.0



Entry 5:
# CH4O2S

A 2-piece molecular cluster, CH4O2S overall (the ωB97M-V functional and the def2-TZVPD basis, OMol25).

Computed properties:
Energy above the lowest of the compared OMol25 structures with the same formula, charge and spin, eV: 0.075
SMILES: O=CO.S
HOMO, hartree: -0.3626
Kohn-Sham gap, eV: 10.5

Atoms and positions in Å:
O 1.387185 -0.555341 0.546773
C 0.578785 -1.427221 0.381239
O -0.306012 -1.479055 -0.610097
H 0.480801 -2.281432 1.057862
H -0.230242 -0.680623 -1.158036
S -0.981276 1.637631 -0.056369
H -0.137373 2.201617 0.813985
H -0.791865 2.584426 -0.975357

Forces on atoms 1 to 2 (eV/Å):
O 0.0 -0.1 -0.1
C 0.4 0.4 0.2



Entry 6:
# C2H13NO4

A 5-piece molecular cluster, C2H13NO4 overall (the ωB97M-V functional and the def2-TZVPD basis, OMol25).

Computed properties:
Energy above the lowest of the compared OMol25 structures with the same formula, charge and spin, eV: 2.521
SMILES: C=CN.O.O.O.O
HOMO, hartree: -0.3026
Kohn-Sham gap, eV: 8.9

Atoms and positions in Å:
C 2.841728 -0.020890 -2.378439
C 2.809883 0.366113 -1.009683
N 2.232637 -0.233902 0.069084
H 2.041368 -0.706308 -2.772602
H 3.699373 0.328844 -2.987560
H 3.542685 0.975405 -0.565013
H 3.012348 -0.463844 0.601263
H 1.649701 -1.022388 -0.151552
O 0.172042 2.107509 0.468203
H 0.599973 1.971986 1.306109
H 1.028432 2.102573 -0.044687
O -0.272618 -2.386651 0.326308
H -0.636707 -3.263024 0.085936
H -1.076037 -1.887122 0.541465
O -3.696800 -1.413822 0.741081
H -4.157672 -0.458521 0.779206
H -4.208243 -1.891929 0.039773
O -2.529389 1.718611 0.971343
H -2.935690 2.083423 1.807331
H -1.483523 1.591710 1.149989

Forces on atoms 1 to 2 (eV/Å):
C -0.6 0.9 3.3
C 1.2 -1.9 -4.8



Max |F| readings, ordered: 2.40; 4.88; 4.50; 1.56; 0.61; 5.31 eV/Å